# 1
Formula: C28H25AsHfN5O2S4Te
Source: OMol25
Level of theory: ωB97M-V with the def2-TZVPD basis set

Element x y z (Å)
1 Hf -0.13649 0.20551 0.11240
2 S -0.10433 3.40738 3.38909
3 As -0.69566 2.72114 1.48086
4 S 1.17047 2.24611 0.29961
5 S -1.86141 0.78925 1.70639
6 S -1.86503 4.13972 0.47259
7 O -0.55325 -1.69973 -0.05385
8 C -0.43996 -2.76411 0.72880
9 C -0.75455 -4.03055 0.21602
10 C -0.64786 -5.17192 0.98421
11 C -0.23931 -5.09126 2.31239
12 C 0.07034 -3.85208 2.83726
13 C -0.01242 -2.68409 2.07009
14 C 0.46031 -1.42131 2.65326
15 N 1.09535 -0.45769 1.99011
16 C 1.53814 0.44354 2.94125
17 C 1.15742 0.02473 4.16892
18 N 0.48270 -1.15947 3.96977
19 H -1.09067 -4.08380 -0.81294
20 H -0.87902 -6.13658 0.54662
21 H -0.14564 -5.98556 2.91477
22 H 0.42156 -3.78320 3.86029
23 H 2.07573 1.33163 2.67001
24 H 1.25407 0.49883 5.12965
25 H -0.00330 -1.69154 4.66798
26 C 2.35766 6.47585 -0.66286
27 C 2.30161 5.41704 -1.73014
28 C 1.08227 5.00344 -2.26213
29 C 1.01607 3.98032 -3.19017
30 C 2.17389 3.34113 -3.61558
31 N 2.04196 2.35485 -4.63983
32 C 2.85246 1.34575 -5.04204
33 O 2.81232 0.88117 -6.17000
34 N 3.75065 0.80281 -4.10562
35 C 3.41693 0.23405 -2.86888
36 C 4.38060 -0.49858 -2.18123
37 C 4.02819 -1.18300 -1.03511
38 C 2.71873 -1.12870 -0.59314
39 N 1.79480 -0.38615 -1.21229
40 C 2.14286 0.29315 -2.31125
41 C 3.40054 3.74479 -3.10376
42 C 3.45028 4.77393 -2.17281
43 H 1.97425 7.43200 -1.02936
44 H 3.37702 6.61586 -0.30231
45 H 1.73652 6.18057 0.18360
46 H 0.16579 5.46175 -1.90846
47 H 0.05341 3.65146 -3.56805
48 H 1.28773 2.52098 -5.28524
49 H 4.50059 0.32847 -4.57701
50 H 5.39518 -0.54313 -2.56475
51 H 4.75593 -1.77005 -0.49091
52 H 2.39560 -1.70037 0.26246
53 H 1.35345 0.87883 -2.76367
54 H 4.31659 3.28055 -3.43878
55 H 4.41270 5.06418 -1.76453
56 Te -1.63019 1.28727 -1.97331
57 C -1.79379 0.25552 -3.83849
58 C -0.68913 -0.14539 -4.59281
59 C -0.84382 -0.71184 -5.85348
60 C -2.11409 -0.89193 -6.38623
61 C -3.22223 -0.49465 -5.64679
62 C -3.06330 0.07283 -4.38869
63 H 0.31198 -0.01150 -4.20210
64 H 0.03404 -0.99643 -6.42389
65 H -2.23912 -1.32854 -7.36939
66 H -4.21821 -0.62034 -6.05681
67 H -3.93341 0.38715 -3.82250

## Properties
* max |F|: 0.0480 hartree/bohr
* HOMO energy: -3.99 eV
* orbital gap: 6.097 eV
* charge: -1
* electronic energy: -5651.1556 Ha
* ΔE to the lowest compared entry with this formula, charge and spin: 100.0 kJ/mol
* E_LUMO: 2.10 eV

# 2
Formula: C28H25ClCuF3N6O7S
Source: OMol25
Level of theory: ωB97M-V with the def2-TZVPD basis set

Element x y z (Å)
1 Cu 0.23010 -0.07090 0.55010
2 C 1.40570 4.14890 -0.67970
3 C 0.57760 2.88190 -0.77270
4 O 0.77610 1.96110 -0.00460
5 N -0.34690 2.90450 -1.75270
6 C -1.23840 1.81360 -2.08810
7 C -2.52960 1.83220 -1.30520
8 C -3.76080 1.88880 -1.95090
9 C -4.91490 1.89590 -1.18570
10 C -4.79920 1.80810 0.19220
11 C -3.52540 1.74800 0.73980
12 N -2.42600 1.78230 0.01460
13 H 2.26290 3.96370 -0.03740
14 H 0.80470 4.94510 -0.24250
15 H 1.75830 4.46430 -1.65920
16 H -0.48270 3.76740 -2.25560
17 H -0.71470 0.87500 -1.87380
18 H -1.45230 1.86880 -3.15810
19 H -3.81790 1.92570 -3.02920
20 H -5.88560 1.98160 -1.65400
21 H -5.67640 1.79490 0.82040
22 H -3.37990 1.66990 1.80960
23 S 0.92550 -4.10790 0.12150
24 C 1.16780 -3.54590 1.64060
25 N 2.27490 -2.92590 2.10100
26 C 2.12870 -2.50990 3.48160
27 C 0.69240 -2.94960 3.83420
28 N 0.31430 -3.73520 2.68100
29 H 2.88030 -2.42760 1.46850
30 H 2.27740 -1.43350 3.58710
31 H 2.87170 -3.03150 4.09840
32 H 0.02250 -2.09040 3.96130
33 H 0.66060 -3.56470 4.73880
34 H -0.64070 -3.99840 2.50980
35 F -6.86870 -5.43540 -2.41840
36 C -6.73950 -5.08270 -1.13010
37 F -7.89710 -4.45780 -0.80300
38 F -6.75470 -6.23620 -0.42880
39 C -5.54800 -4.22230 -0.84840
40 C -4.68610 -3.82340 -1.86390
41 C -3.63180 -2.98210 -1.57680
42 C -3.42540 -2.52480 -0.27010
43 C -4.30020 -2.93170 0.74320
44 C -5.35260 -3.77350 0.45660
45 C -2.34030 -1.67150 0.02150
46 C -1.39820 -0.94870 0.26380
47 H -4.85390 -4.16740 -2.87410
48 H -2.95590 -2.66670 -2.35720
49 H -4.14920 -2.57090 1.75110
50 H -6.04060 -4.08090 1.23000
51 Cl -0.75180 1.98900 2.66420
52 C -0.14790 0.38470 2.44740
53 H -0.86630 -0.31280 2.86330
54 H 0.81630 0.31470 2.93420
55 O 2.31970 0.03790 -1.56870
56 C 2.78240 -0.14940 -0.45510
57 O 2.12350 -0.39830 0.61670
58 C 4.28010 -0.09480 -0.20390
59 C 5.21730 -0.17340 -1.22540
60 C 6.58090 -0.12120 -0.91190
61 C 7.00950 0.03690 0.39870
62 C 6.06090 0.13440 1.40600
63 C 4.69940 0.06230 1.10890
64 N 6.46750 0.29280 2.76130
65 O 5.60270 0.23480 3.63160
66 O 7.65690 0.47650 2.99860
67 N 7.56440 -0.24140 -1.93860
68 O 8.74630 -0.24460 -1.60870
69 O 7.18150 -0.33450 -3.09820
70 H 4.89710 -0.28610 -2.24870
71 H 8.06210 0.06920 0.63220
72 H 3.96970 0.13470 1.90090

## Properties
* max |F|: 0.0395 hartree/bohr
* HOMO energy (alpha / beta): -4.37 / -5.24 eV
* 2S+1: 2
* orbital gap (alpha / beta): 5.272 / 6.149 eV
* charge: -1
* electronic energy: -4735.5627 Ha
* ΔE to the lowest compared entry with this formula, charge and spin: 147.4 kJ/mol
* E_LUMO (alpha / beta): 0.90 / 0.90 eV

# 3
Formula: C28H25ClOSiTc
Source: OMol25
Level of theory: ωB97M-V with the def2-TZVPD basis set

Element x y z (Å)
1 C 2.13088 -1.76578 -1.39174
2 C 2.30352 -1.65651 -2.82915
3 C 1.07110 -2.00281 -3.45465
4 H 3.15904 -1.37242 -3.40780
5 C 0.12616 -2.36278 -2.43014
6 C 0.82563 -2.32111 -1.17476
7 H 0.44408 -2.64371 -0.22032
8 H 2.80406 -1.48350 -0.60775
9 H 0.86244 -2.05371 -4.52546
10 H -0.87928 -2.69367 -2.65872
11 Tc 0.76027 -0.31973 -2.05561
12 Cl 2.47234 1.14607 -1.90611
13 C 1.43136 2.07641 -5.05226
14 C 0.20356 1.42784 -5.37361
15 C 0.51498 0.18329 -5.99672
16 H -0.79272 1.82717 -5.20942
17 C 1.93495 0.06545 -6.06145
18 C 2.50197 1.23322 -5.47719
19 H 3.56116 1.45848 -5.39877
20 H 1.53910 3.05031 -4.58669
21 H -0.20246 -0.52860 -6.39541
22 H 2.48788 -0.74991 -6.52125
23 O -0.15838 0.06256 -0.37681
24 Si -0.45826 0.19495 1.23506
25 C 0.77807 -0.77259 2.26121
26 C 0.43931 -1.95414 2.93577
27 C 1.37156 -2.56933 3.78853
28 C 2.62945 -1.96458 3.98759
29 C 3.01798 -0.85957 3.21307
30 C 2.10709 -0.31988 2.30316
31 C -0.62972 1.98926 1.85477
32 C -1.38642 2.87960 1.07304
33 C -1.59757 4.20060 1.49724
34 C -1.03123 4.63940 2.70100
35 C -0.26109 3.77113 3.46401
36 C -0.05450 2.44449 3.03957
37 C -2.17753 -0.46101 1.61276
38 C -2.84828 -1.12173 0.58539
39 C -4.04890 -1.80427 0.84462
40 C -4.62356 -1.78391 2.11793
41 C -4.01538 -1.01901 3.10909
42 C -2.81194 -0.34051 2.85647
43 H -0.56653 -2.37830 2.83904
44 H 1.10444 -3.49848 4.32010
45 H 3.31673 -2.37617 4.73691
46 H 4.02112 -0.42331 3.31286
47 H 2.42540 0.48818 1.64641
48 H -1.83037 2.53535 0.14429
49 H -2.19965 4.88278 0.89248
50 H -1.17569 5.68648 3.01421
51 H 0.18838 4.12164 4.39320
52 H 0.54031 1.77117 3.65159
53 H -2.42700 -1.12989 -0.41944
54 H -4.52419 -2.35396 0.04232
55 H -5.53867 -2.35818 2.32325
56 H -4.47577 -0.95614 4.09442
57 H -2.35924 0.26333 3.63986

## Properties
* max |F|: 0.0626 hartree/bohr
* HOMO energy (alpha / beta): -8.26 / -7.99 eV
* 2S+1: 4
* orbital gap (alpha / beta): 8.166 / 6.092 eV
* electronic energy: -1987.6534 Ha
* E_LUMO (alpha / beta): -0.09 / -1.90 eV